*a*
This record from the Open Molecules 2025 dataset describes a cluster of 2 separate species, C3H11N3 in total. The level of theory is wB97M-V/def2-TZVPD.

Summary:
HOMO energy   -8.9 eV
Structure (SMILES)   [H]/N=C/N.CNC

Last column: Mulliken charge in e.
CARTESIAN COORDINATES (ANGSTROEM)
H: 4.12874 -0.17667 1.23364  0.244
N: 3.24300 -0.59688 1.23517  -0.658
C: 2.47577 0.10051 0.43965  0.041
N: 1.26322 -0.32374 -0.11636  -0.390
H: 2.74947 1.12128 0.26088  0.316
H: 0.52543 0.36677 -0.15291  0.276
H: 0.98703 -1.23862 0.13628  0.258
C: -2.20080 0.49494 -1.70220  -0.832
N: -1.54962 0.43430 -0.30765  -0.362
C: -2.41466 -0.31660 0.65569  -0.919
H: -2.24443 -0.52656 -2.21127  0.253
H: -3.22498 0.93781 -1.76736  0.309
H: -1.52995 1.34436 -2.23209  0.262
H: -1.31482 1.39413 -0.05962  0.292
H: -3.25971 0.33170 0.97333  0.300
H: -1.87257 -0.59484 1.56722  0.299
H: -2.80227 -1.22826 0.21493  0.312

***

*b*
This record from the Open Molecules 2025 dataset describes a cluster of 2 separate species, C3H11N3 in total. The level of theory is wB97M-V/def2-TZVPD.

Summary:
HOMO energy   -8.0 eV
Structure (SMILES)   C=CN.NCN

Last column: Mulliken charge in e.
CARTESIAN COORDINATES (ANGSTROEM)
C: 2.13301 -0.96282 1.35942  -0.781
C: 2.36387 -0.82321 0.05516  -0.024
N: 1.34519 -0.92411 -0.90025  -0.560
H: 1.11860 -1.06271 1.71983  0.283
H: 2.90354 -0.75490 2.08378  0.237
H: 3.29882 -0.51899 -0.38745  0.296
H: 1.62252 -0.81538 -1.86053  0.239
H: 0.53512 -0.33162 -0.68224  0.358
N: -0.57803 1.00797 0.15128  -0.545
C: -2.05099 0.88447 0.08248  -0.541
N: -2.55584 -0.08399 -0.85157  -0.559
H: -0.29457 1.85201 -0.32286  0.227
H: -0.27065 0.98297 1.11401  0.238
H: -2.45917 0.64733 1.05979  0.340
H: -2.50431 1.84885 -0.15875  0.343
H: -2.34352 0.08142 -1.82288  0.217
H: -2.26361 -1.02729 -0.63921  0.233

***

*c*
This record from the Open Molecules 2025 dataset describes the molecule C3H11N3. The level of theory is wB97M-V/def2-TZVPD.

Summary:
HOMO energy   -8.0 eV
Structure (SMILES)   NCCNCN

Last column: Mulliken charge in e.
CARTESIAN COORDINATES (ANGSTROEM)
N: -0.16834 2.42584 0.61426  -0.565
C: 0.32596 1.14486 1.06107  -0.192
C: -0.77168 0.07482 0.91870  -0.770
N: -0.78231 -0.67685 -0.30205  -0.346
C: 0.27839 -1.66779 -0.50208  -0.366
N: 0.90852 -1.45834 -1.78797  -0.471
H: -0.91167 2.85764 1.13242  0.173
H: 0.58809 3.06454 0.44408  0.184
H: 1.10055 0.85545 0.34942  0.274
H: 0.68922 1.18276 2.09275  0.286
H: -1.72574 0.59288 1.05856  0.381
H: -0.82448 -0.62571 1.76865  0.269
H: -1.04870 -0.25674 -1.17234  0.267
H: 1.00457 -1.61519 0.28904  0.271
H: -0.25718 -2.60601 -0.66313  0.304
H: 1.24430 -2.28553 -2.25051  0.146
H: 1.18765 -0.58284 -2.17953  0.157

***

Which is less stable than every other structure shown? *a* is.